Molecular formula: C2H3ClO2S
Method: DFT, the ωB97M-V functional and the def2-TZVPD basis

Structure (XYZ):
```
9
Properties=species:S:1:pos:R:3:forces:R:3:lowdin_charge:R:1
C 0.28180 -1.03253 -0.40265 1.5 -2.9 -1.3 -0.0854
C -0.27000 -0.30190 0.51466 -0.4 2.3 1.0 -0.3068
O 1.93560 1.18167 1.08768 -1.0 0.4 -0.2 -0.2247
O 0.72066 1.83995 -0.97356 -0.4 0.5 0.2 -0.2110
S 0.78560 1.11681 0.24012 1.6 -0.2 0.6 0.9229
Cl -3.04092 0.11645 0.39036 -0.2 0.1 0.0 0.0164
H -0.04008 -2.06801 -0.51667 -0.3 0.2 -0.1 0.1028
H 1.19306 -0.79867 -0.92206 0.2 -0.3 -0.6 0.0671
H -1.56572 -0.05377 0.58213 -1.0 -0.1 0.5 -0.2813
```
Forces are in eV/Å.

**Relative energy (zero: lowest compared OMol25 entry of this formula, charge and spin)**: 460.2 kJ/mol
**LUMO level**: -0.1050 Ha
**HOMO**: -0.3598 hartree
**Charge**: 0
**M**: 126.6 g mol⁻¹